17
Properties=species:S:1:pos:R:3 method="wB97M-V/def2-TZVPD" e_above_lowest_kcal_mol=4.9 fmax_ev_per_a=0.9 spin_multiplicity=1 homo_ev=-8.9 smiles=C[C@H](N)CCS lumo_ev=0.9900
C 1.69 0.10 0.98
C 0.26 0.39 0.58
N -0.57 0.86 1.68
C -0.40 -0.81 -0.12
C -1.22 -0.43 -1.35
S -0.16 -0.58 -2.83
H 1.77 -0.66 1.77
H 2.26 -0.31 0.15
H 2.22 0.99 1.32
H 0.27 1.22 -0.14
H -0.65 1.87 1.70
H -0.26 0.51 2.58
H -1.04 -1.33 0.58
H 0.37 -1.55 -0.41
H -1.51 0.63 -1.31
H -2.10 -1.03 -1.52
H -0.93 0.13 -3.66

=====

84
Properties=species:S:1:pos:R:3 method="wB97M-V/def2-TZVPD" e_above_lowest_kcal_mol=23.4 fmax_ev_per_a=2.0 spin_multiplicity=1 homo_ev=-11.1 smiles=CCCC#N.CCCC#N.CCCC#N.CCCC#N.CCCC#N.CCCC#N.CCCC#N lumo_ev=0.0196
C 1.57 3.77 -1.59
C 0.15 4.31 -1.46
C -0.09 5.06 -0.13
C 0.46 4.34 1.04
N 0.85 3.76 1.95
H 2.30 4.58 -1.55
H 1.66 3.26 -2.55
H 1.77 3.00 -0.85
H -0.56 3.48 -1.47
H -0.10 4.97 -2.29
H -1.14 5.31 0.00
H 0.45 6.02 -0.09
C -0.90 0.26 -0.34
C -1.12 0.73 1.11
C -0.06 0.05 2.00
C -0.19 0.52 3.39
N -0.37 0.86 4.48
H -0.77 -0.81 -0.48
H -0.07 0.80 -0.79
H -1.83 0.55 -0.84
H -2.13 0.52 1.45
H -0.90 1.80 1.16
H 0.90 0.35 1.58
H -0.13 -1.03 2.03
C -1.94 -3.82 -0.57
C -2.13 -3.38 0.89
C -1.23 -4.25 1.84
C -1.98 -4.98 2.86
N -2.62 -5.53 3.65
H -0.96 -3.57 -0.96
H -2.69 -3.34 -1.21
H -2.23 -4.87 -0.66
H -3.13 -3.35 1.31
H -1.65 -2.41 1.00
H -0.65 -3.55 2.44
H -0.56 -4.90 1.28
C -3.96 -0.35 -3.29
C -4.89 -1.54 -3.16
C -5.32 -2.14 -4.50
C -5.92 -1.14 -5.40
N -6.42 -0.34 -6.06
H -3.60 -0.10 -2.29
H -4.49 0.50 -3.72
H -3.09 -0.56 -3.92
H -5.76 -1.30 -2.55
H -4.37 -2.33 -2.61
H -6.09 -2.91 -4.36
H -4.55 -2.70 -5.03
C 3.78 -0.22 0.61
C 3.92 0.53 -0.73
C 3.60 -0.32 -1.96
C 4.48 -1.46 -2.26
N 5.14 -2.34 -2.59
H 2.79 -0.69 0.64
H 3.92 0.49 1.43
H 4.44 -1.09 0.65
H 4.91 0.95 -0.83
H 3.17 1.31 -0.63
H 3.68 0.31 -2.85
H 2.57 -0.66 -1.95
C 1.64 2.98 6.99
C 1.07 3.92 5.93
C 2.01 5.02 5.45
C 2.11 6.16 6.37
N 2.27 7.06 7.07
H 1.03 2.07 6.99
H 1.66 3.33 8.02
H 2.61 2.59 6.67
H 0.20 4.40 6.40
H 0.64 3.34 5.11
H 1.67 5.40 4.49
H 3.02 4.65 5.31
C 0.04 -2.97 -3.59
C 1.51 -3.39 -3.68
C 2.03 -4.10 -2.42
C 1.75 -3.42 -1.18
N 1.42 -2.89 -0.21
H -0.14 -2.19 -2.85
H -0.56 -3.85 -3.32
H -0.35 -2.60 -4.53
H 2.10 -2.50 -3.92
H 1.72 -4.08 -4.50
H 3.09 -4.29 -2.60
H 1.48 -5.04 -2.30

=====

70
Properties=species:S:1:pos:R:3 method="wB97M-V/def2-TZVPD" e_above_lowest_kcal_mol=191.4 charge=-1 fmax_ev_per_a=4.1 spin_multiplicity=1 homo_ev=-3.4 lumo_ev=-1.4152
Be 9.62 -0.20 13.30
C 12.65 -0.26 16.43
O 11.82 -1.19 16.38
O 12.77 0.44 15.43
O 13.30 -0.06 17.52
C 7.86 -1.93 8.74
O 8.21 -0.76 9.44
H 6.86 -1.89 8.31
H 8.59 -2.21 7.98
H 7.89 -2.77 9.43
O 6.73 5.82 11.83
S 6.42 4.44 11.46
O 7.13 3.32 12.12
O 4.81 4.13 11.70
C 4.31 3.01 11.10
C 2.96 2.62 11.66
C 6.54 4.35 9.65
H 5.08 2.23 11.13
H 4.18 3.09 10.02
H 3.05 2.75 12.74
H 2.78 1.58 11.41
H 2.24 3.32 11.24
H 6.36 3.34 9.28
H 7.57 4.54 9.37
H 5.75 5.00 9.26
O 5.80 -5.58 13.64
S 7.20 -5.53 13.59
O 7.94 -4.29 13.56
O 7.56 -6.29 14.95
C 8.51 -5.77 15.92
C 9.81 -6.51 15.52
C 7.95 -6.89 12.53
H 7.99 -6.07 16.83
H 8.74 -4.71 15.84
H 10.63 -6.02 16.05
H 10.00 -6.32 14.46
H 9.81 -7.58 15.71
H 7.62 -6.71 11.51
H 7.49 -7.81 12.91
H 9.03 -6.76 12.51
O 12.57 -2.90 11.07
S 13.75 -3.73 10.90
O 13.70 -5.21 11.18
O 14.30 -3.50 9.32
C 13.34 -3.77 8.23
C 14.15 -4.76 7.35
C 15.23 -3.11 11.67
H 13.19 -2.79 7.78
H 12.39 -4.29 8.37
H 13.56 -5.56 6.89
H 14.85 -5.31 7.97
H 14.78 -4.23 6.64
H 16.07 -3.71 11.29
H 15.12 -3.21 12.75
H 15.38 -2.05 11.44
O 6.47 -0.24 16.73
S 5.74 -0.45 17.94
O 4.55 0.36 18.22
O 5.27 -2.04 18.07
C 3.90 -2.36 17.91
C 3.15 -2.18 19.29
C 6.84 -0.38 19.39
H 3.96 -3.42 17.67
H 3.36 -1.95 17.06
H 2.16 -2.64 19.30
H 3.08 -1.13 19.55
H 3.72 -2.65 20.09
H 7.65 0.31 19.14
H 7.43 -1.27 19.58
H 6.39 -0.18 20.37